A structure of composition C26H42Br6F15Fe2O10 in a non-equilibrium geometry. Source: OMol25; level of theory: wB97M-V/def2-TZVPD.

Summary:
Orbital gap (spin up / spin down) (eV): 8.882 / 5.582
Multiplicity: 10

XYZ file:
```
101
Properties=species:S:1:pos:R:3:forces:R:3
Fe 14.48103 13.82131 3.21882 2.6 -1.0 0.0
Fe 14.88554 12.08264 0.29029 0.8 1.0 -0.4
C 15.91016 11.03248 4.76080 0.5 2.3 0.8
O 16.86403 11.36224 5.70292 1.2 -3.2 1.0
O 15.52487 12.33243 4.46474 -1.9 0.1 -2.2
C 16.44490 10.11914 3.62343 0.7 1.4 -2.7
F 17.76553 10.33990 3.40270 -1.1 -0.4 0.5
F 16.23996 8.82946 3.80460 0.0 -0.2 0.6
F 15.82617 10.41069 2.40384 0.1 -0.1 1.5
C 17.50708 10.21841 6.38561 1.2 1.3 0.8
C 17.74628 10.66543 7.84299 0.1 -0.5 -0.4
H 16.84687 10.59880 8.45512 0.1 0.1 0.0
H 18.54636 10.06426 8.27494 -0.3 -0.5 0.1
H 18.18761 11.66072 7.89530 -0.5 0.2 -0.3
H 18.49899 10.02765 5.97594 0.1 0.5 -0.5
H 17.06310 9.22909 6.27506 -1.0 0.3 0.1
H 15.00864 10.60727 5.20190 -0.4 -0.6 0.0
C 12.39594 11.66646 1.52366 1.7 0.5 0.9
O 13.34539 10.84234 0.77950 -2.7 -1.8 0.7
O 13.21522 12.75916 1.78042 -0.5 0.9 -0.2
C 11.03570 11.79716 0.71828 0.7 0.9 -0.6
F 10.39746 10.60060 0.57469 0.4 1.1 0.7
F 10.18687 12.70934 1.29238 0.6 -1.1 0.0
F 11.27257 12.24930 -0.51030 -0.1 0.1 0.0
C 13.09804 9.37458 0.77415 1.4 0.8 -0.3
C 14.28330 8.75883 0.13553 1.2 -0.4 -1.6
H 14.17470 7.67549 0.18741 0.4 -0.1 0.4
H 14.42433 8.95070 -0.92815 -0.9 0.3 -0.3
H 15.25101 9.13795 0.46406 -0.1 -0.4 0.9
H 12.23076 9.07710 0.18473 -0.3 0.5 0.5
H 13.15237 9.02039 1.80357 -0.9 0.3 0.2
H 12.11303 11.29505 2.50861 -0.1 -1.1 -0.1
C 15.02544 16.31645 4.40859 3.0 -3.0 1.5
O 13.96926 15.75900 3.63428 -1.4 0.7 -1.1
O 15.77859 15.13948 4.83714 -2.5 2.4 -3.0
C 15.70925 17.46795 3.52954 0.2 -0.6 0.4
F 14.95842 18.57011 3.75461 0.0 0.3 -0.1
F 16.96637 17.74714 3.80921 0.5 0.1 1.5
F 15.76956 17.28889 2.21156 -1.2 -0.7 -0.8
C 12.80006 16.55078 3.30963 -1.9 -1.0 -0.9
C 11.72968 15.63877 2.61473 0.2 0.4 1.1
H 10.86132 16.25168 2.37305 0.1 0.2 0.0
H 11.98414 15.07093 1.71979 0.5 0.2 0.2
H 11.38402 14.95836 3.39295 -0.1 -0.4 -0.2
H 12.89928 17.42995 2.67299 1.1 -0.1 0.1
H 12.31209 16.86954 4.23070 0.4 0.1 0.2
H 14.65901 16.77835 5.32536 -0.4 0.5 -0.2
C 17.47137 13.37685 1.41350 -0.6 0.4 -1.2
O 17.65470 12.03580 1.06011 -0.2 -0.8 1.2
O 16.03982 13.47934 1.53681 1.2 0.1 0.9
C 18.47722 13.89808 2.56931 -1.4 -0.7 1.0
F 19.81190 13.66703 2.38769 -1.1 -0.4 -0.6
F 18.39151 15.20539 2.79540 -0.4 0.1 -0.6
F 18.11005 13.27974 3.70927 0.4 -0.1 -0.1
C 18.86505 11.52031 0.58255 1.4 0.0 -0.8
C 18.54873 10.22165 -0.10173 -1.2 -0.4 0.7
H 18.10401 9.43574 0.50874 0.2 0.1 0.8
H 17.67655 10.55238 -0.66565 0.3 -0.6 -1.3
H 19.40718 9.74336 -0.57331 -0.2 0.5 -0.6
H 19.71531 11.46613 1.26242 -0.5 0.0 0.7
H 19.25004 12.12242 -0.24045 0.0 0.7 -0.1
H 17.80176 13.92043 0.52837 -0.1 0.8 -0.2
C 14.38726 12.36289 -2.41685 4.0 0.4 3.2
O 14.06004 13.30110 -1.27278 -1.2 1.8 -2.5
O 15.10227 11.41913 -1.66594 -1.8 -0.5 -0.3
C 13.27073 11.95889 -3.37537 -0.4 -0.8 -0.3
F 12.15826 11.62133 -2.76592 -0.9 -0.2 0.7
F 12.91271 12.92355 -4.27135 0.9 -0.4 0.5
F 13.64538 10.84691 -4.07036 0.3 0.9 0.0
C 13.87987 14.74477 -1.64241 1.4 0.2 0.9
C 14.21234 15.69591 -0.43801 -1.4 -0.8 -0.8
H 13.51886 15.45697 0.36827 0.5 -0.1 0.4
H 15.27296 15.70336 -0.18678 -0.2 -0.5 0.3
H 13.96861 16.72353 -0.70761 -0.1 0.0 -0.3
H 12.92619 14.90164 -2.14637 -0.2 -0.1 0.6
H 14.63982 15.07704 -2.34964 0.2 -0.8 -0.5
H 15.22491 12.80614 -2.95536 -0.7 0.9 -0.9
Br 17.33964 6.41751 0.31589 -0.1 0.1 -1.4
C 17.60647 6.95448 -1.60086 -0.2 0.9 -1.0
C 16.36365 6.95506 -2.57308 0.6 -0.7 1.0
Br 16.95878 7.12173 -4.48773 -0.4 0.0 1.4
H 18.42769 6.39508 -2.04895 -0.3 -0.5 0.4
H 17.98602 7.97425 -1.53682 -0.2 0.0 0.2
H 15.64610 7.73727 -2.32533 0.4 0.2 -0.3
H 15.82370 6.01365 -2.47154 0.2 -0.1 -0.4
Br 6.87504 16.49100 -0.86188 -0.3 0.1 -0.6
C 8.43455 15.31578 -1.11895 -1.4 0.4 1.2
C 9.47652 15.90774 -0.14812 1.0 -1.2 -1.7
Br 10.62446 17.20838 -1.13705 -0.6 -0.3 0.7
H 8.59001 15.15517 -2.18578 0.7 0.8 0.2
H 7.99884 14.36758 -0.80403 0.5 -0.1 0.6
H 10.16706 15.10327 0.10502 0.1 0.1 0.1
H 9.07114 16.34392 0.76486 -0.1 0.1 -0.5
Br 11.57320 7.68128 -2.28910 -0.2 0.0 0.0
C 12.51934 7.54726 -4.00305 -0.7 0.2 0.2
C 11.70714 8.30791 -5.11184 1.2 -0.2 1.2
Br 12.65524 7.97748 -6.72064 0.5 -0.2 -1.2
H 12.69684 6.48239 -4.15355 -0.6 0.1 -0.4
H 13.50552 7.93302 -3.74473 -0.2 0.6 -0.6
H 11.79328 9.38584 -4.97495 -0.3 -0.2 0.3
H 10.67485 8.00947 -5.29460 0.2 -0.2 0.5
```
Forces are in eV/Å.

Here are the Mulliken charges for atoms 1 to 6, given in e: Fe 1.07; Fe 0.68; C -0.60; O -0.31; O -0.19; C 1.11



A structure of composition C26H42BrHgN3OP2 in a non-equilibrium geometry. Source: OMol25; level of theory: wB97M-V/def2-TZVPD.

Summary:
Charge: +2
Energy relative to the best compared isomer or geometry (same formula, charge and spin) (eV): 0.000
Orbital gap (spin up / spin down) (eV): 5.228 / 4.082
Multiplicity: 1

XYZ file:
```
76
Properties=species:S:1:pos:R:3:forces:R:3
C 8.57464 -2.84496 0.70692 0.0 0.4 -0.2
C 7.79836 -2.94071 -0.45864 -0.3 -0.1 -0.1
C 8.44446 -3.46539 -1.58647 0.0 0.5 0.0
C 9.82888 -3.69712 -1.55989 -1.4 0.2 0.5
N 10.56004 -3.48938 -0.47065 0.5 -0.1 0.1
C 9.96227 -3.10202 0.65055 -1.6 0.1 -0.4
C 6.40838 -2.40289 -0.54424 -0.9 0.9 0.3
C 5.33923 -1.78336 -0.57519 2.8 -0.7 0.4
C 4.31697 -0.75508 -0.58963 0.6 -1.5 0.3
C 3.29444 -0.76997 0.35246 -0.2 0.0 0.0
C 2.23026 0.11067 0.17855 0.5 0.3 1.2
C 2.30755 1.05705 -0.83031 -1.0 0.0 0.0
C 3.31259 1.06919 -1.78036 0.5 0.2 0.6
C 4.36626 0.20252 -1.58115 0.5 -0.4 -0.5
Hg 1.76889 -2.14064 -1.94524 0.0 0.2 0.8
P -0.77739 -2.76534 -1.17703 0.4 -0.1 1.8
H 7.86527 -3.58960 -2.49080 0.2 -0.1 -0.2
H 8.11121 -2.47837 1.61520 0.2 0.0 0.0
H 10.29978 -4.03065 -2.47287 0.3 -0.1 0.1
H 10.53889 -2.94534 1.55558 0.2 -0.1 -0.2
H 5.31355 0.21117 -2.11835 -0.5 0.2 -0.5
H 3.45738 -1.41230 1.21578 -0.6 0.0 -0.2
H 3.39086 1.77265 -2.58104 -0.2 0.6 -0.1
H 1.43638 0.20521 0.92672 0.3 -0.2 -0.3
C -2.56647 -2.41644 -1.25509 -0.2 0.9 -0.4
C -3.48497 -3.56413 -1.65493 -0.4 -0.1 0.0
H -2.69581 -1.57678 -1.96804 -0.1 -0.4 0.3
H -2.82946 -1.98384 -0.26920 0.3 -0.2 -0.4
H -4.49488 -3.14025 -1.69038 0.1 -0.2 -0.1
H -3.25265 -3.96270 -2.64329 0.0 0.0 0.0
H -3.51534 -4.40424 -0.95250 0.2 0.3 0.0
C -0.29394 -4.34837 -1.92577 -0.2 -0.1 -0.6
C 0.66744 -5.16235 -1.05405 0.0 -0.6 -0.2
H 0.20474 -4.06239 -2.87174 -0.4 -0.4 0.3
H -1.18241 -4.92654 -2.18790 0.1 -0.1 0.0
H 1.29003 -5.75352 -1.74275 -0.1 0.0 0.5
H 1.33000 -4.55606 -0.41837 -0.2 -0.2 -0.2
H 0.08905 -5.84814 -0.41334 0.5 0.3 -0.2
C -0.45987 -2.80342 0.63144 0.5 0.6 -0.2
C -1.25828 -3.85341 1.39445 0.0 -0.2 0.4
H -0.75435 -1.78708 1.00301 0.3 -0.9 -0.5
H 0.62824 -2.89209 0.81384 -0.5 -0.2 -0.2
H -0.87554 -3.81989 2.42304 -0.3 -0.2 -0.1
H -2.33673 -3.64350 1.42831 0.4 0.1 -0.1
H -1.11210 -4.87015 1.01956 -0.1 0.2 0.1
Br 0.96280 2.40203 -0.71786 0.7 0.3 -1.0
P 0.71884 -0.31088 -5.23123 0.1 0.1 1.8
C -0.31696 -1.66836 -4.55524 0.3 -0.3 -0.6
C -1.20409 -2.38856 -5.57323 -0.3 0.0 0.0
H -0.93347 -1.21043 -3.76881 0.3 -0.2 0.0
H 0.41185 -2.38615 -4.12510 -0.4 0.5 -0.2
H -1.45562 -3.37757 -5.16494 0.0 0.3 -0.3
H -2.13838 -1.81980 -5.69568 0.3 -0.3 -0.2
H -0.69725 -2.50891 -6.54319 -0.3 -0.1 0.4
C 0.18326 1.24618 -4.43310 -0.4 -0.3 -0.4
C -0.09157 2.47296 -5.32208 0.1 0.0 0.4
H 0.97223 1.46258 -3.71287 0.1 0.1 0.0
H -0.67031 0.89846 -3.82918 -0.1 0.5 -0.3
H -0.55895 3.19445 -4.65660 -0.1 0.3 -0.2
H 0.84228 2.91662 -5.68026 -0.1 -0.2 0.0
H -0.74629 2.30148 -6.18055 0.1 -0.2 0.3
C 2.42446 -0.57913 -4.67035 0.4 -0.2 -0.4
C 3.28584 -1.14528 -5.79117 0.5 -0.1 -0.1
H 2.49957 -1.34747 -3.86000 -0.5 0.7 -0.4
H 2.80334 0.36932 -4.26573 -0.1 -0.2 -0.3
H 4.33162 -1.10009 -5.47598 -0.1 0.0 -0.3
H 3.04587 -2.20241 -5.94649 0.0 0.2 -0.2
H 3.13599 -0.58443 -6.71500 0.3 -0.2 0.0
N -1.99862 0.83412 3.11465 -0.4 -1.6 -0.1
C -1.75430 0.63760 1.79523 -0.6 -0.2 0.8
N -1.39175 1.72518 1.11689 0.1 1.3 -0.4
O -1.88204 -0.45703 1.23976 -0.1 0.2 0.1
H -1.67645 1.64990 3.56919 0.2 0.6 0.5
H -2.22530 -0.00136 3.65783 0.1 0.7 -0.2
H -1.00915 1.58943 0.20312 -0.3 0.0 0.0
H -1.41912 2.67538 1.48039 0.0 -0.6 0.0
```
Forces are in eV/Å.

Here are the Mulliken charges for atoms 1 to 6, given in e: C -0.45; C 0.43; C -0.54; C -0.24; N -0.56; C -0.23



The evaluated M for the records listed, in turn: 1390.7, 755.1 g mol⁻¹.